[1]
DFT (ωB97M-V with the def2-TZVPD basis set) results for a structure of composition C15H39AlAsF6N3O11P2.

- Gap between HOMO and LUMO: 3.2 eV
- ΔE to the lowest compared entry with this formula, charge and spin: 33.6 kJ/mol
- E_LUMO: -11.90 eV
- Total charge: +2
- Electronic energy: -5346.54067 a.u.

Positions of all 78 atoms, in Å:
As (-2.52084, -4.13867, -2.22691)
P (-3.14716, -1.10581, 1.16873)
P (2.86206, 1.72222, -1.83351)
Al (-0.77032, 0.02972, -2.27990)
F (-0.85462, -4.62078, -2.26247)
F (-2.35555, -3.72487, -0.53973)
F (-2.01380, -2.49755, -2.65333)
F (-2.94652, -5.73215, -1.79625)
F (-2.74033, -4.50537, -3.86941)
F (-4.14865, -3.59351, -2.15693)
O (3.06771, 1.49260, -0.29697)
O (1.85399, 0.80627, -2.40564)
O (0.11396, -2.10404, -0.63594)
O (2.53180, 3.23021, -2.06745)
O (-3.41748, 0.13370, 2.12714)
O (0.21149, 0.91705, 0.17617)
O (-2.32236, -2.09880, 2.07284)
O (4.29310, 1.51933, -2.43998)
O (-4.51222, -1.81844, 0.98921)
O (-2.40255, -0.69652, -0.02707)
O (-0.53814, 2.87748, -2.00225)
N (0.24455, 0.26752, 2.30389)
N (-0.25722, 4.94499, -1.18936)
N (1.75247, -3.59246, -0.03005)
C (-0.04772, 5.73693, 0.00735)
C (-0.27236, 3.62083, -1.07313)
C (-4.07132, -0.13528, 3.39049)
C (-0.33522, 0.87454, 1.28074)
C (2.88804, -2.77639, -0.33507)
C (-0.34294, 0.41998, 3.62421)
C (-2.71176, -3.45211, 2.37305)
C (4.78463, 0.16302, -2.60402)
C (3.62695, 2.47786, 0.60557)
C (0.47957, -3.23349, -0.30957)
C (-5.55992, -1.30035, 0.17824)
C (-0.76449, 5.55398, -2.39737)
C (3.52944, 4.15591, -2.58211)
C (2.01211, -4.99782, 0.23188)
C (1.33303, -0.65391, 2.19008)
H (-1.07645, 1.21386, 3.70546)
H (-4.53187, -1.11653, 3.46052)
H (-3.58119, -3.78751, 1.81583)
H (-1.01919, 5.98601, 0.46914)
H (0.00583, 6.20076, -2.83536)
H (4.17195, -0.57125, -2.09035)
H (0.59841, 5.27454, 0.74235)
H (-0.21699, -4.06535, -0.22956)
H (-5.32697, -0.40401, -0.39022)
H (2.07783, -0.55878, 2.97819)
H (3.48032, -2.63972, 0.57568)
H (-2.92419, -3.53816, 3.43668)
H (3.59739, 4.10899, -3.66872)
H (3.23630, 5.16624, -2.31276)
H (-1.27295, 1.38455, 1.48905)
H (-1.88979, -4.10572, 2.09220)
H (-6.45657, -1.19582, 0.78311)
H (2.79065, -5.07214, 0.99331)
H (3.49650, -3.22809, -1.12028)
H (2.28198, -5.53603, -0.67530)
H (4.99009, -0.03078, -3.65346)
H (-0.11898, 3.30031, -0.04378)
H (-3.36520, 0.04900, 4.19978)
H (5.78181, 0.11539, -2.15204)
H (4.52422, 3.94020, -2.19750)
H (1.13852, -5.43989, 0.70777)
H (0.44208, 0.56735, 4.36650)
H (2.62967, -1.76995, -0.66168)
H (2.89826, 2.63006, 1.40575)
H (1.73968, -0.67204, 1.18859)
H (0.89793, -1.65934, 2.34922)
H (0.30387, 6.73973, -0.24733)
H (-0.85501, -0.51836, 3.88023)
H (3.84719, 3.45048, 0.17623)
H (-5.82949, -2.05390, -0.56433)
H (4.48730, 1.97672, 1.04061)
H (-4.85454, 0.60543, 3.56496)
H (-1.57112, 6.24264, -2.12791)
H (-1.05865, 4.84528, -3.15572)


[2]
DFT (ωB97M-V with the def2-TZVPD basis set) results for a structure of composition C34H49BrN4O5PdSSi.

- Gap between HOMO and LUMO: 7.3 eV
- E_LUMO: -0.40 eV
- Electronic energy: -5310.03712 a.u.

Positions of all 96 atoms, in Å:
Pd (-0.18569, -0.91918, 0.24791)
Br (-6.71460, 0.65104, 2.97633)
S (0.44680, -2.70159, 1.53424)
Si (1.23324, -4.25649, 0.34501)
O (2.29884, -5.08906, 1.27212)
O (1.74080, -0.15492, 0.32142)
O (-1.99396, -1.72534, 0.11721)
O (0.15127, -5.36669, -0.14609)
O (1.99905, -3.69724, -0.97977)
N (3.50865, 0.19878, 1.64793)
N (-1.19783, 0.90008, -0.43718)
N (0.83451, 2.49839, 0.56924)
N (3.62793, 0.69724, -0.63729)
C (5.68898, 0.54615, 0.65704)
C (-4.32863, 0.75659, 1.43365)
C (-1.05412, -5.92455, 0.38109)
C (2.90530, 0.24383, 0.42766)
C (-5.00441, -1.45629, 2.06923)
C (3.89611, -3.42293, 2.04736)
C (2.52376, -2.44890, -2.89129)
C (3.66529, -4.87302, 1.62756)
C (-3.91971, -1.99513, 1.42311)
C (0.98966, 3.72549, -1.52792)
C (0.48220, 3.94638, -2.83091)
C (1.83810, 3.20335, 1.01856)
C (2.06467, 4.47023, -0.99282)
C (-1.15384, -7.32660, -0.20780)
C (0.41766, 2.72810, -0.70385)
C (4.55132, -5.22464, 0.43563)
C (-2.22128, -5.05418, -0.07208)
C (4.83173, 0.74074, 1.88708)
C (1.74540, -3.65217, -2.38150)
C (-2.36091, 1.13524, 0.05108)
C (2.25880, -4.94454, -3.00458)
C (-3.19925, 0.22574, 0.78808)
C (4.99352, 1.18000, -0.52518)
C (-0.56215, 3.19894, -3.28932)
C (3.94338, -5.81155, 2.79476)
C (2.50134, 4.20324, 0.27126)
C (0.26016, -3.46510, -2.67296)
C (-2.97475, -1.17487, 0.76772)
C (2.70853, -0.10540, 2.82155)
C (-1.12478, 2.18599, -2.48297)
C (-0.99104, -5.99444, 1.90236)
C (-0.64227, 1.93559, -1.22842)
C (-5.20738, -0.07217, 2.07745)
C (2.97518, 1.03994, -1.88344)
H (-2.78801, 2.12792, -0.11722)
H (1.80291, -0.62610, 2.52640)
H (-3.75626, -3.06497, 1.41156)
H (3.71924, -2.74380, 1.20793)
H (0.93585, 4.71103, -3.44941)
H (-4.49674, 1.82652, 1.42121)
H (2.53466, 5.23445, -1.60101)
H (1.94959, 0.68489, -1.88176)
H (3.28269, -0.75144, 3.48712)
H (-2.07968, -7.81060, 0.10832)
H (-0.96478, 3.36940, -4.27867)
H (4.77386, 1.80388, 2.15993)
H (2.14970, 2.99882, 2.03895)
H (3.50575, 0.58098, -2.71969)
H (2.98063, 2.12174, -2.01977)
H (2.44558, 0.81032, 3.36216)
H (4.28284, -4.60582, -0.41954)
H (0.10714, -3.36950, -3.74988)
H (3.26018, -5.59304, 3.61617)
H (3.59598, -2.59284, -2.74018)
H (-0.97585, -4.99333, 2.33523)
H (5.81356, -0.52398, 0.47621)
H (-0.31363, -4.31259, -2.30762)
H (-1.93713, 1.57732, -2.86048)
H (4.42082, -6.27314, 0.16380)
H (-5.70821, -2.10170, 2.57778)
H (2.33311, -2.27742, -3.95278)
H (-1.85998, -6.53147, 2.28661)
H (-1.14056, -7.27514, -1.29746)
H (5.60247, -5.05526, 0.68022)
H (3.20974, -3.15038, 2.84815)
H (-0.08865, -6.52326, 2.21401)
H (5.25910, 0.21121, 2.74012)
H (4.92466, -3.29321, 2.39443)
H (2.21000, -1.57710, -2.32415)
H (1.69278, -5.79411, -2.61960)
H (-0.30902, -7.93281, 0.12100)
H (5.51298, 0.93047, -1.45334)
H (-2.32825, -5.09455, -1.15746)
H (3.79221, -6.84609, 2.48547)
H (-2.04833, -4.01603, 0.22046)
H (6.67663, 0.98438, 0.79815)
H (4.99492, 2.27493, -0.43691)
H (2.15367, -4.91681, -4.09126)
H (3.32269, 4.75162, 0.71307)
H (-0.11168, -2.55956, -2.18537)
H (4.96952, -5.69654, 3.14932)
H (-3.15397, -5.40368, 0.37580)
H (3.31190, -5.08880, -2.76017)


[3]
DFT (ωB97M-V with the def2-TZVPD basis set) results for the ion C7H14NO with charge +1.

- Gap between HOMO and LUMO (spin up / spin down): 7.9 / 8.1 eV
- ΔE to the lowest compared entry with this formula, charge and spin: 627.6 kJ/mol
- E_LUMO (spin up / spin down): -5.83 / -4.90 eV
- Total charge: +1
- Electronic energy: -404.65841 a.u.

Positions of all 23 atoms, in Å:
O (1.62981, -0.31551, 0.07475)
N (2.84433, 0.34297, -0.09011)
C (4.01375, -0.45567, 0.00223)
C (-0.78230, -0.26435, -0.06386)
C (-2.04606, 0.44597, -0.39012)
C (0.77889, 1.90684, -0.05454)
C (-0.85855, -1.69130, 0.23166)
C (0.60249, 0.49866, -0.03855)
C (-3.25705, -0.23953, 0.29330)
H (0.07617, -2.14882, 0.17028)
H (1.69581, 2.31226, 0.38375)
H (-2.16432, 0.22951, -1.53174)
H (-3.57466, -1.21134, -0.10813)
H (4.04881, -0.61133, 1.17843)
H (-1.65656, -2.08071, -0.40042)
H (0.87183, 2.17455, -1.14825)
H (-2.20769, 1.51270, -0.37012)
H (-3.31975, -0.24300, 1.37830)
H (-1.13522, -1.66501, 1.33272)
H (3.90692, -1.48616, -0.56035)
H (4.85413, 0.14238, -0.36465)
H (-0.24822, 2.31765, 0.12568)
H (-4.07257, 0.52926, -0.05027)


[4]
DFT (ωB97M-V with the def2-TZVPD basis set) results for a cluster of 7 separate species, C16H46O12 in total.

- SMILES string: CC(C)O.CC(C)O.OCCO.OCCO.OCCO.OCCO.OCCO
- Gap between HOMO and LUMO: 9.9 eV
- ΔE to the lowest compared entry with this formula, charge and spin: 827.4 kJ/mol
- E_LUMO: 0.25 eV
- Electronic energy: -1539.66222 a.u.

Positions of all 74 atoms, in Å:
O (-2.96968, -4.43947, 1.73565)
O (-0.15368, 0.02353, -1.96135)
O (-1.30068, -1.93447, -3.51135)
O (3.97232, -1.70747, 3.73665)
O (0.62132, -0.22947, 3.88565)
O (5.16432, 0.13753, 1.15065)
O (-2.96068, -0.39847, -6.31735)
O (-0.33568, 0.77953, 1.46365)
O (0.48032, 2.31253, -3.73935)
O (4.49332, 3.71553, 1.62165)
O (4.02932, 2.22053, -3.19035)
O (-3.21768, 0.75753, 1.69765)
C (-2.32668, -1.65147, -4.32435)
C (2.63932, 1.98153, -2.82435)
C (-1.65968, -4.32947, 1.30665)
C (2.57932, -1.66547, 4.06065)
C (-1.88868, -0.74047, -5.39135)
C (-1.27068, -3.14047, 2.16565)
C (-0.24368, -0.22247, -0.62635)
C (4.31732, 2.32153, 1.44265)
C (-3.82468, 1.87453, 1.09865)
C (-1.58668, -4.08547, -0.14235)
C (0.17632, 1.04653, 0.15765)
C (1.87732, 2.29153, -4.09635)
C (5.48332, 1.46553, 1.60065)
C (-5.25968, 1.89053, 1.55865)
C (-3.09968, 3.15753, 1.46465)
C (2.06732, -0.27447, 3.63865)
H (2.42232, 2.93653, -2.24735)
H (-0.47868, -4.13447, -0.30035)
H (-1.34068, 0.65353, 1.47565)
H (3.82832, 4.18153, 1.76365)
H (-1.00668, -5.04847, 1.53565)
H (-0.30568, -2.93947, 2.09365)
H (-2.02568, -3.04447, -0.42535)
H (2.25032, -0.10547, 2.48465)
H (2.66932, 0.45053, 4.23065)
H (-1.35868, -0.46647, -0.50635)
H (-3.81068, 1.70653, 0.15665)
H (1.76032, -2.13247, 3.42765)
H (4.71832, -0.39647, 1.69765)
H (0.28832, 0.39253, 3.27365)
H (-3.88768, 0.11753, 1.76165)
H (-0.69568, -0.59747, -2.51135)
H (-1.27268, -1.33047, -6.07235)
H (2.05732, 3.27353, -4.30435)
H (-2.94568, -2.62447, -4.67935)
H (1.88832, 1.50053, -4.80535)
H (0.50832, -0.94047, -0.23235)
H (-3.02368, 3.20053, 2.50965)
H (-1.81868, -2.13847, 1.97465)
H (1.16332, 1.31253, 0.18565)
H (-1.44468, 0.26353, -5.28135)
H (-0.78068, -2.56147, -4.00535)
H (4.26032, -2.60047, 3.92865)
H (-3.10468, -1.05747, -3.72935)
H (-1.82968, -4.82547, -0.90735)
H (0.37732, 1.72953, -3.05435)
H (-6.03868, 2.37553, 1.02265)
H (3.42832, 1.88053, 1.99165)
H (4.38832, 1.59253, -2.53635)
H (-1.39768, -3.19247, 3.26365)
H (2.52632, 0.91253, -2.36435)
H (-3.58968, 0.11453, -5.92035)
H (5.85032, 1.55453, 2.83065)
H (-5.81268, 1.02553, 1.38265)
H (-5.44968, 1.90853, 2.68465)
H (-2.97068, -5.30247, 2.04365)
H (-2.16768, 2.88453, 1.26165)
H (-0.55368, 1.74853, -0.21135)
H (-3.34468, 4.06853, 0.94565)
H (6.03732, 2.05553, 0.94765)
H (2.45832, -1.78447, 5.17565)
H (3.77132, 2.22653, 0.38365)